#a
# CH4N2

A single CH4N2 molecule (the ωB97M-V functional and the def2-TZVPD basis, the OMol25 dataset).

The structure (SMILES) is [H]/N=C/N.

Cartesian coordinates (Å):
H -1.572 0.438 -1.182
N -1.159 0.589 -0.310
C -0.035 0.044 -0.347
N 0.671 -0.207 0.780
H 0.602 -0.127 -1.245
H 1.478 -0.947 0.846
H 0.015 0.210 1.459

#b
# CH4N2

A single CH4N2 molecule (the ωB97M-V functional and the def2-TZVPD basis, the OMol25 dataset).

The structure (SMILES) is [H]/N=C/N.

Cartesian coordinates (Å):
H 0.291 -1.905 0.524
N 0.320 -0.903 0.774
C -0.337 -0.214 -0.064
N 0.052 1.044 -0.527
H -1.251 -0.652 -0.461
H -0.208 1.298 -1.482
H 0.591 1.553 0.072

#c
# CH4N2

A single CH4N2 molecule (the ωB97M-V functional and the def2-TZVPD basis, the OMol25 dataset).

The structure (SMILES) is C=NN.

Cartesian coordinates (Å):
C -0.615 0.459 0.800
N -0.496 0.185 -0.431
N 0.494 -0.656 -0.875
H -1.412 1.132 1.085
H 0.038 -0.012 1.564
H 0.676 -0.470 -1.840
H 1.315 -0.639 -0.302

Which structure wins on stability? #a wins.

#a
# C3H16N2O3

5 unconnected molecules or ions with the total composition C3H16N2O3 (the ωB97M-V functional and the def2-TZVPD basis, the OMol25 dataset).

Cartesian coordinates (Å):
C -1.041 -0.923 -1.670
C -1.284 0.081 -0.584
N -1.404 -0.530 0.726
C -1.580 0.354 1.869
N 1.093 0.330 1.378
H -0.165 -1.542 -1.528
H -0.999 -0.325 -2.596
H -1.867 -1.625 -1.880
H -0.466 0.821 -0.578
H -2.239 0.564 -0.848
H -0.498 -1.087 0.901
H -2.662 0.477 2.058
H -1.226 1.383 1.795
H -1.183 -0.191 2.720
H 1.245 1.198 0.818
H 1.648 3.033 -0.268
H 1.937 1.108 -1.491
O 0.935 2.381 -0.331
H 1.450 -0.381 -1.203
H 1.246 0.383 2.374
O 1.760 0.232 -1.867
H 1.343 -0.589 0.996
H 0.522 -2.936 0.817
O 0.779 -2.074 0.429

#b
# C3H16N2O3

4 unconnected molecules or ions with the total composition C3H16N2O3 (the ωB97M-V functional and the def2-TZVPD basis, the OMol25 dataset).

The structure (SMILES) is CNCCN.O.O.O.

Cartesian coordinates (Å):
C 0.403 -1.157 -0.243
N -0.434 0.011 0.138
C -1.924 -0.214 0.042
C -2.461 1.109 -0.622
N -3.889 1.309 -0.320
H 0.490 -1.779 0.657
H -0.033 -1.797 -1.019
H 1.361 -0.825 -0.625
H -0.282 0.085 1.136
H -2.298 -0.478 1.029
H -2.077 -1.018 -0.681
H -2.401 0.998 -1.707
H -1.750 1.862 -0.293
H -4.467 0.677 -0.868
H -4.089 0.912 0.595
O 7.295 -1.024 0.148
H 6.637 -1.616 -0.224
H 7.198 -0.184 -0.273
O -5.448 4.419 -0.793
H -4.949 3.593 -0.767
H -5.311 4.819 0.079
O 6.410 -3.282 1.858
H 6.324 -3.764 1.027
H 5.695 -2.655 1.725

Which structure wins on stability? #b wins.

#a
# CH4BrNO

2 unconnected molecules or ions with the total composition CH4BrNO (the ωB97M-V functional and the def2-TZVPD basis, the OMol25 dataset).

Cartesian coordinates (Å):
C 1.227 -0.993 -0.662
N -0.979 0.922 0.595
O 0.263 0.890 0.951
Br -0.414 -1.230 -1.551
H 1.603 -1.708 0.077
H 1.463 0.073 -0.802
H -1.667 0.273 1.032
H -1.496 1.772 0.360

#b
# CH4BrNO

A molecular structure, CH4BrNO (the ωB97M-V functional and the def2-TZVPD basis, the OMol25 dataset).

Cartesian coordinates (Å):
C 0.997 -0.411 -0.200
N -1.355 1.233 -0.017
O 0.803 0.771 0.083
Br -1.929 -0.489 0.186
H -0.053 -0.940 -0.462
H 1.382 -1.131 0.625
H 1.597 -0.683 -1.150
H -1.441 1.650 0.937

Which structure wins on stability? #a wins.

#a
# C2H9N2S

2 unconnected molecules or ions with the total composition C2H9N2S (the ωB97M-V functional and the def2-TZVPD basis, the OMol25 dataset).

Its total charge is -1.

Cartesian coordinates (Å):
C -1.262 1.979 0.138
S -2.395 0.603 -0.251
H -0.266 1.832 -0.289
H -1.167 2.105 1.214
H -1.621 2.946 -0.222
N 0.513 -0.994 -1.294
C 1.329 -1.267 -0.122
N 0.706 -1.146 1.179
H 0.345 0.008 -1.336
H -0.428 -1.366 -1.212
H 2.185 -0.587 -0.140
H 1.755 -2.268 -0.223
H -0.167 -1.662 1.181
H 0.473 -0.183 1.378

#b
# C2H9N2S

2 unconnected molecules or ions with the total composition C2H9N2S (the ωB97M-V functional and the def2-TZVPD basis, the OMol25 dataset).

Its total charge is -1.

Cartesian coordinates (Å):
C -0.878 1.536 0.394
N 0.579 1.375 0.055
C 0.825 0.831 -1.281
N 0.076 -0.336 -1.659
H -0.992 2.121 1.327
H -1.369 2.107 -0.398
H -1.260 0.526 0.537
H 0.929 0.712 0.724
H 1.917 0.646 -1.341
H 0.554 1.650 -2.028
H -0.055 -1.047 -0.958
H -0.813 -0.131 -2.095
S -0.195 -1.615 1.151
H -0.063 -2.222 2.363

Which structure wins on stability? #a wins.